Version one
Density functional theory data (wB97M-V/def2-TZVPD) for 5 unconnected molecules or ions with the total composition C4H14O4.

```
22
Properties=species:S:1:pos:R:3:nbo_charge:R:1
C -0.02 -0.97 0.85 -0.376
C -0.13 -2.07 0.13 -0.216
C -0.18 -2.13 -1.35 -0.220
C 0.89 -2.26 -2.11 -0.380
H -0.12 -0.01 0.37 0.178
H -0.06 -0.81 1.92 0.199
H -0.17 -3.06 0.57 0.204
H -1.17 -2.04 -1.79 0.207
H 0.80 -2.40 -3.18 0.202
H 1.86 -2.22 -1.63 0.199
H 0.82 1.92 0.01 0.469
H 2.00 2.59 -0.75 0.475
O 1.73 1.81 -0.25 -0.943
H 3.90 0.48 3.11 0.463
H 3.78 1.15 1.78 0.476
O 4.42 0.97 2.48 -0.939
H -1.42 3.00 0.92 0.471
H -2.87 2.73 1.20 0.476
O -2.10 2.33 0.76 -0.946
H -3.62 0.93 -0.63 0.478
H -4.27 -0.41 -1.04 0.467
O -4.07 0.47 -1.37 -0.945
```

## Properties
2S+1: 1
Frontier orbital gap: 9.8852 eV
LUMO level: 0.08 eV
SMILES string: C=CC=C.O.O.O.O

---

Version two
Density functional theory data (wB97M-V/def2-TZVPD) for 4 unconnected molecules or ions with the total composition C4H14O4.

```
22
Properties=species:S:1:pos:R:3:nbo_charge:R:1
O -1.00 1.43 -0.18 -0.587
C -0.59 1.62 0.94 0.478
C 0.50 0.75 1.56 -0.514
C 0.01 -0.69 1.42 -0.410
C 1.05 -1.76 1.73 -0.618
H -1.02 2.44 1.53 0.123
H 1.50 0.93 1.15 0.246
H 0.63 1.09 2.59 0.211
H -0.94 -0.78 1.97 0.203
H -0.39 -0.87 0.42 0.228
H 0.71 -2.66 2.24 0.218
H 1.81 -1.32 2.39 0.200
H 1.65 -2.17 0.91 0.223
H -0.96 -0.57 -2.25 0.487
H -0.37 -1.45 -3.23 0.474
O -0.09 -0.78 -2.61 -0.976
H 1.59 1.90 -1.76 0.450
H 1.28 0.49 -2.06 0.492
O 1.93 1.19 -2.33 -0.949
H -2.48 0.37 -0.73 0.487
H -2.21 0.80 -2.07 0.475
O -2.63 0.04 -1.62 -0.940
```

## Properties
2S+1: 1
Frontier orbital gap: 10.9308 eV
LUMO level: 0.33 eV
SMILES string: CCCC=O.O.O.O

---

How far above the most stable structure does each one sit? In hartree: version one 0.0451; version two 0.0000.

---

Version one
Density functional theory data (wB97M-V/def2-TZVPD) for 2 unconnected molecules or ions with the total composition C3H2O3.

```
8
Properties=species:S:1:pos:R:3:nbo_charge:R:1
O -2.75 0.10 0.88 -0.475
C -1.68 -0.04 1.21 0.482
C 0.43 0.57 -1.20 0.655
O -0.09 1.38 -1.86 -0.443
C 0.98 -0.36 -0.44 -0.229
O 1.33 -0.09 0.87 -0.689
H 0.54 -0.24 1.41 0.485
H 1.23 -1.32 -0.88 0.215
```

## Properties
2S+1: 1
Frontier orbital gap: 9.5640 eV
LUMO level: 0.54 eV

---

Version two
Density functional theory data (wB97M-V/def2-TZVPD) for C3H2O3 in the gas phase.

```
8
Properties=species:S:1:pos:R:3:nbo_charge:R:1
C 1.45 -0.24 -0.03 0.356
C 0.02 0.49 -0.15 0.376
C -1.38 -0.20 -0.04 0.332
H 2.37 0.51 0.40 0.139
H -2.26 0.58 0.25 0.139
O 1.52 -1.42 -0.16 -0.445
O -0.05 1.68 -0.17 -0.447
O -1.68 -1.38 -0.11 -0.450
```

## Properties
2S+1: 1
Frontier orbital gap: 8.5492 eV
LUMO level: -1.33 eV
SMILES string: O=CC(=O)C=O

---

Version three
Density functional theory data (wB97M-V/def2-TZVPD) for C3H2O3 in the gas phase.

```
8
Properties=species:S:1:pos:R:3:nbo_charge:R:1
O -1.63 0.29 1.18 -0.573
C -0.40 0.53 0.86 0.268
C 0.08 0.42 -0.49 0.267
O 0.02 1.33 -1.29 -0.500
C 0.97 -0.80 -0.70 0.355
O 1.03 -1.68 0.12 -0.471
H -1.56 0.51 2.12 0.516
H 1.51 -0.81 -1.66 0.137
```

## Properties
2S+1: 1
Frontier orbital gap: 8.5355 eV
LUMO level: -0.72 eV

---

Version four
Density functional theory data (wB97M-V/def2-TZVPD) for 2 unconnected molecules or ions with the total composition C3H2O3.

```
8
Properties=species:S:1:pos:R:3:nbo_charge:R:1
C 1.82 -0.50 0.16 0.988
C -1.32 0.17 -0.31 -0.268
C 0.02 0.76 0.02 0.323
O 2.66 0.03 -0.45 -0.507
O 1.27 -1.29 0.82 -0.540
O -0.89 0.72 0.94 -0.403
H -1.79 0.96 -0.85 0.182
H -1.77 -0.84 -0.33 0.225
```

## Properties
2S+1: 1
Frontier orbital gap: 10.0556 eV
LUMO level: -0.44 eV

---

How far above the most stable structure does each one sit? In hartree: version one 0.0000; version two 0.0170; version three 0.0677; version four 0.0575.